Formula: C4H6BrFO
Source: OMol25
Level of theory: wB97M-V/def2-TZVPD

```
13
Properties=species:S:1:pos:R:3:lowdin_charge:R:1
C 4.2443 0.5455 1.2468 -0.523
C 1.6534 0.9997 0.8825 -0.158
C -1.3945 0.2509 0.1233 -0.076
C -0.0843 -0.3267 -0.2211 -0.166
O 0.9401 -0.0141 0.8587 -0.043
F 1.4767 1.7148 -0.2886 -0.040
Br 4.8675 -0.1952 -0.3212 0.550
H 4.2493 -0.2157 2.0805 -0.066
H -1.9881 -0.1826 0.9864 0.110
H -1.1664 1.2874 0.3843 0.092
H -2.0464 0.0765 -0.6668 0.059
H 0.3480 0.1835 -1.1581 0.143
H 0.0954 -1.3873 -0.3203 0.119
```

* F_max: 3.26 eV/Å
* LUMO (spin up / spin down): -0.0196 / -0.0183 Ha



Formula: C3H2F3I3
Source: OMol25
Level of theory: wB97M-V/def2-TZVPD

```
11
Properties=species:S:1:pos:R:3:lowdin_charge:R:1
C -0.0066 -0.1204 -0.1594 -0.025
C 0.4593 -1.4668 -0.0274 -0.975
C -0.7816 -0.1163 -2.6338 -1.352
F 1.5655 -1.7654 -0.7167 -0.016
F -0.4383 -2.4224 -0.2884 0.026
F -1.7957 -0.9598 -2.5345 -0.136
I 1.0264 -1.7819 2.1859 0.698
I 0.7702 -0.8040 -3.8643 0.841
I -1.4127 1.8861 -2.8471 0.783
H 0.7340 0.6571 -0.2258 0.081
H -0.9745 0.1136 0.2367 0.077
```

* F_max: 1.50 eV/Å
* LUMO (spin up / spin down): -0.0514 / -0.0567 Ha



Formula: C5H20O5
Source: OMol25
Level of theory: wB97M-V/def2-TZVPD

```
30
Properties=species:S:1:pos:R:3:lowdin_charge:R:1
C -4.9035 -0.5271 0.7909 0.074
O -4.5213 0.8672 0.6660 0.289
H -4.5452 -1.0926 -0.0693 0.150
H -4.4428 -0.9468 1.6852 0.155
H -5.9865 -0.5196 0.9148 0.123
H -3.5717 0.8288 0.5310 0.102
C 2.5431 -2.3738 1.9249 -0.177
O 2.7560 -1.8427 3.2069 -0.107
H 3.5656 -2.6295 1.6468 0.093
H 1.8096 -3.1785 1.8736 0.078
H 2.1097 -1.6067 1.2832 0.050
H 1.9023 -1.5382 3.5234 0.069
C 3.0626 -1.3994 -1.7679 -0.150
O 4.2044 -0.6528 -2.2562 -0.121
H 3.2072 -2.3081 -1.1835 0.066
H 2.6489 -0.6325 -1.1131 0.059
H 2.3826 -1.7030 -2.5638 0.073
H 4.7516 -1.0617 -2.9308 0.074
C -0.6874 -0.3409 0.0442 -0.142
O -1.6778 0.5790 -0.3620 -0.124
H -0.4118 -0.2570 1.0954 0.084
H -0.9639 -1.3863 -0.0934 0.085
H 0.1961 -0.2607 -0.5891 0.077
H -1.1980 1.4098 -0.3283 0.037
C -0.5283 3.8366 -1.3222 -0.151
O -0.5935 3.2842 -0.0437 -0.130
H -0.1894 3.0512 -1.9977 0.086
H -1.4108 4.4027 -1.6203 0.090
H 0.2328 4.6169 -1.3302 0.088
H 0.2597 3.3815 0.3854 0.099
```

* 2S+1: 2
* F_max: 2.80 eV/Å
* ⟨S²⟩: 0.75
* LUMO (spin up / spin down): -0.1227 / -0.3769 Ha
* total charge: +1



Formula: C19H30N2O5S
Source: OMol25
Level of theory: wB97M-V/def2-TZVPD

```
57
Properties=species:S:1:pos:R:3:lowdin_charge:R:1
C -4.2269 -1.2695 -2.1566 -0.074
O -4.3817 -1.6586 -0.8098 -0.122
C -5.4755 -1.0765 -0.1526 -0.397
C -5.2093 0.3875 0.2778 -0.059
N -3.8480 0.5893 0.7134 -0.073
C -3.4657 -0.0182 1.9694 -0.023
C -3.0013 1.2416 -0.1169 -0.433
O -3.3811 1.6973 -1.1859 0.037
C -1.5498 1.3608 0.3167 -0.234
C -0.9639 2.6859 -0.1738 -0.146
C 0.5204 2.7767 0.1634 -0.159
C 1.2949 1.6107 -0.4528 -0.315
C 2.7837 1.7204 -0.1055 -0.216
N 3.6048 0.6898 -0.7038 -0.117
S 3.8575 -0.7377 0.1376 0.651
O 3.3464 -1.8361 -0.6357 -0.295
O 3.4204 -0.5694 1.4924 -0.281
C 5.6432 -0.7943 0.1043 -0.282
C 6.3491 -0.0970 1.0643 -0.060
C 7.7334 -0.1017 1.0216 -0.069
C 8.3903 -0.8004 0.0203 -0.079
C 7.6706 -1.4987 -0.9367 -0.070
C 6.2857 -1.4953 -0.8962 -0.061
C 0.7069 0.2866 0.0342 -0.155
C -0.7746 0.1971 -0.3160 -0.128
O -5.7581 -1.8100 0.9983 -0.140
C -6.1392 -3.1492 0.7532 -0.073
H -5.1356 -1.4873 -2.7313 0.093
H -3.4001 -1.8619 -2.5424 0.095
H -3.9900 -0.2058 -2.2468 0.076
H -6.3591 -1.0920 -0.8317 0.159
H -5.3785 1.0539 -0.5701 0.126
H -5.9046 0.6288 1.0853 0.138
H -4.2831 -0.6548 2.2971 0.086
H -3.2794 0.7439 2.7318 0.096
H -2.5796 -0.6416 1.8572 0.093
H -1.4590 1.3151 1.4030 0.135
H -1.1123 2.7563 -1.2523 0.122
H -1.5019 3.5167 0.2880 0.124
H 0.6505 2.7563 1.2480 0.125
H 0.9221 3.7240 -0.2034 0.117
H 1.1917 1.6616 -1.5443 0.151
H 3.1736 2.6938 -0.4245 0.124
H 2.9226 1.6202 0.9722 0.117
H 3.3650 0.4919 -1.6632 0.114
H 5.8037 0.4246 1.8343 0.113
H 8.2995 0.4359 1.7672 0.106
H 9.4697 -0.8042 -0.0116 0.104
H 8.1875 -2.0454 -1.7109 0.106
H 5.6919 -2.0367 -1.6154 0.111
H 0.8396 0.2121 1.1157 0.127
H 1.2414 -0.5528 -0.4144 0.095
H -0.9025 0.2462 -1.3997 0.132
H -1.1812 -0.7581 0.0209 0.117
H -6.3527 -3.5843 1.7267 0.091
H -5.3341 -3.7024 0.2650 0.090
H -7.0372 -3.1853 0.1251 0.092
```

* F_max: 0.91 eV/Å
* LUMO: 0.0268 Ha
* structure (SMILES): COC(CN(C)C(=O)[C@H]1CC[C@H](CNS(=O)(=O)c2ccccc2)CC1)OC